Molecular formula: C33H34BF4O19
Method: DFT, the ωB97M-V functional and the def2-TZVPD basis

Properties
DFT total energy in eV: -85211.331
HOMO in eV: -6.7
Charge: -1
LUMO in eV: -0.424
Energy relative to the best compared isomer or geometry (same formula, charge and spin) in eV: 2.750

Element x y z (Å)
O  -12.270  4.118  -0.989
H  -17.251  -1.245  4.066
C  -19.745  -2.749  0.176
C  -9.277  -1.415  -1.956
O  -12.202  -2.873  -0.346
C  -14.743  -3.661  3.801
C  -11.150  -1.974  -0.603
H  -14.609  -2.506  -2.079
O  -13.748  5.103  4.301
C  -12.552  4.323  0.282
C  -18.520  2.905  -0.911
O  -8.250  0.913  -1.611
H  -21.366  4.806  -3.957
O  -19.256  5.356  -4.406
H  -11.931  -1.892  4.792
O  -18.878  -6.332  -0.086
C  -13.333  -3.194  3.838
H  -17.558  -3.395  1.398
H  -15.160  -3.985  3.040
H  -20.184  -5.770  -2.337
H  -20.880  -0.329  6.453
O  -20.862  -1.335  -1.203
H  -13.264  2.078  0.675
H  -12.331  6.653  2.796
H  -11.332  6.396  -0.758
C  -20.378  -1.110  5.586
H  -15.867  2.313  -0.870
H  -14.785  -4.502  4.475
C  -19.925  -4.927  -1.680
O  -16.141  3.148  -1.450
H  -12.937  -2.460  0.321
H  -18.663  -2.549  4.203
H  -21.137  -0.972  4.917
H  -18.738  -1.214  3.046
C  -10.018  0.195  -0.092
C  -13.328  3.325  1.021
H  -18.235  -1.503  -3.003
F  -15.447  -0.428  2.338
C  -12.150  5.542  0.971
C  -13.395  4.943  3.101
C  -11.135  -0.674  0.186
C  -18.991  4.677  -3.418
H  -19.216  -1.848  0.740
O  -17.834  -4.193  1.306
C  -17.422  -2.172  -2.700
C  -12.951  -2.042  4.867
C  -14.848  -2.498  -3.159
H  -21.120  -2.322  -3.322
H  -15.400  -2.996  4.308
C  -18.966  -0.622  5.187
C  -20.543  -3.531  -1.952
C  -10.267  -2.314  -1.614
C  -19.293  -5.158  -0.353
O  -14.144  2.536  3.415
F  -15.823  -0.268  0.066
O  -20.954  -3.251  -3.182
O  -16.065  -0.807  -4.074
C  -18.963  -4.039  0.483
O  -9.902  1.299  0.530
O  -21.322  4.343  -3.155
H  -8.381  1.758  -1.044
C  -18.366  -1.497  4.005
C  -12.543  5.813  2.392
C  -9.167  -0.077  -1.218
C  -19.837  3.183  -1.388
H  -20.519  -2.065  5.918
C  -17.637  4.293  -2.927
C  -20.446  -2.459  -1.025
H  -16.781  4.774  -3.596
O  -18.345  0.332  5.616
H  -17.469  -1.848  -1.726
H  -14.489  1.991  2.854
C  -17.379  3.467  -1.701
H  -14.832  -3.340  -3.600
H  -8.595  -1.620  -2.868
O  -10.419  -3.325  -2.339
C  -13.677  3.575  2.527
H  -13.490  -1.100  4.629
F  -14.385  -1.726  0.928
C  -16.178  -1.825  -3.480
H  -14.067  -2.030  -3.489
O  -18.307  2.396  0.187
O  -11.512  6.463  0.230
B  -15.550  -1.126  1.126
O  -12.504  -3.712  3.122
F  -16.597  -2.049  1.264
H  -13.445  -2.349  5.879
H  -17.703  -3.245  -2.671
H  -20.615  2.707  -0.935
H  -11.641  -0.693  1.062
C  -20.170  4.150  -2.642

=====

Molecular formula: C33H34BrMnNOPSi2
Method: DFT, the ωB97M-V functional and the def2-TZVPD basis

Properties
DFT total energy in eV: -164718.199
HOMO (spin up / spin down) in eV: -3.5 / -4.1
Charge: -1
Multiplicity: 2
Expectation value of S²: 0.84
LUMO (spin up / spin down) in eV: 2.556 / 2.553
Energy relative to the best compared isomer or geometry (same formula, charge and spin) in eV: 0.414

Element x y z (Å)
C  3.042  1.615  3.052
C  1.738  2.049  3.247
H  2.277  2.917  -0.833
H  -4.458  0.517  -1.815
C  -3.460  -1.216  1.506
H  5.632  -2.342  0.375
H  2.973  4.075  -2.890
H  2.273  -0.030  -2.718
C  2.697  -2.525  2.056
C  -2.294  4.422  0.543
H  -0.172  -2.280  3.693
C  3.680  -2.148  -0.507
C  3.405  1.042  1.841
C  4.561  -2.341  0.550
H  -2.120  5.470  0.748
H  2.566  -1.615  -3.461
C  0.280  2.416  -4.095
H  1.697  3.765  -4.985
Si  -0.090  -2.133  1.176
H  -3.178  -1.810  2.368
C  -1.431  2.213  0.075
H  4.754  -2.688  2.661
N  -2.967  0.329  -0.311
H  -4.434  4.579  0.632
O  -5.699  -1.869  1.857
C  0.618  1.916  -1.757
P  -0.070  1.028  -0.299
C  -0.791  -3.891  1.269
C  0.781  -3.643  -2.337
H  -4.816  2.189  0.159
C  2.301  -2.122  -0.295
H  2.324  -2.658  3.068
H  0.110  -3.650  -3.198
C  -0.283  -1.474  2.959
C  1.802  -2.305  1.008
Br  -2.404  -2.570  -1.859
C  -2.734  1.722  -0.009
H  -6.090  -0.896  -0.613
C  -5.124  -0.671  -0.176
C  1.796  -0.963  -3.034
Si  0.936  -1.899  -1.608
H  3.771  1.708  3.848
C  -0.095  1.746  -2.943
H  -0.300  -4.469  2.059
H  1.442  2.477  4.196
C  1.159  1.357  1.010
C  -3.588  3.922  0.469
H  4.409  0.668  1.685
C  1.716  2.767  -1.747
Mn  -1.104  -0.908  -0.549
H  -0.210  3.937  0.384
H  -0.279  2.268  -5.011
H  -0.222  2.227  2.408
C  0.800  1.914  2.233
H  -6.503  -1.975  1.341
H  0.472  -0.718  3.184
C  1.389  3.253  -4.081
H  1.774  -3.985  -2.649
C  2.468  0.914  0.827
H  -1.262  -1.015  3.103
C  -2.451  -0.643  0.687
H  -0.936  1.059  -2.960
H  1.092  -0.720  -3.833
C  -4.239  0.073  -0.851
C  2.106  3.425  -2.907
C  -4.753  -1.228  1.097
H  0.384  -4.350  -1.610
C  -3.810  2.581  0.199
H  -1.865  -3.854  1.473
C  4.068  -2.537  1.835
H  4.079  -2.002  -1.507
H  2.755  0.433  -0.101
H  -0.667  -4.414  0.321
C  -1.227  3.560  0.345

=====

Molecular formula: C33H34ClN5O3V
Method: DFT, the ωB97M-V functional and the def2-TZVPD basis

Properties
DFT total energy in eV: -86573.017
HOMO (spin up / spin down) in eV: -11.0 / -11.0
Charge: +1
Multiplicity: 3
Expectation value of S²: 2.02
LUMO (spin up / spin down) in eV: -3.531 / -3.633
Energy relative to the best compared isomer or geometry (same formula, charge and spin) in eV: 1.154

Element x y z (Å)
C  2.008  3.168  4.044
C  -1.325  5.372  0.587
O  0.190  1.588  -2.480
H  -1.901  3.326  0.908
H  -4.963  1.789  -1.220
C  3.275  1.714  1.828
C  3.837  0.510  -4.224
H  -5.696  0.185  0.527
H  -2.245  -0.998  4.222
N  0.619  -0.715  -1.031
H  -4.018  -1.093  1.797
C  1.199  2.586  3.062
C  0.452  4.284  -1.148
H  2.667  -1.795  -6.412
V  -0.020  1.320  -0.648
C  -2.876  1.421  -0.868
H  -2.661  0.540  3.439
H  3.530  1.143  0.941
H  4.766  0.955  -3.892
N  1.588  -3.101  -2.054
H  3.409  -2.537  -1.277
H  0.738  -0.371  4.211
C  -1.237  4.005  0.390
H  -1.389  -3.266  -3.219
H  2.059  4.330  5.839
C  1.437  0.362  -4.109
C  -1.349  -0.984  1.671
H  3.085  3.073  4.001
C  -4.234  1.243  -0.635
H  -0.552  7.291  0.024
H  -1.836  3.533  4.239
C  -1.836  -0.048  3.842
C  0.325  -0.951  3.383
C  -0.191  2.718  3.140
H  3.657  1.206  2.714
O  -0.926  0.270  -3.885
H  -1.831  -1.925  1.989
H  -0.077  -4.368  -3.359
C  3.849  -0.473  -5.204
H  4.788  -0.798  -5.632
H  2.561  -0.364  -0.376
H  -0.395  4.573  5.955
C  -0.490  6.220  -0.118
H  -2.571  2.106  -1.655
C  0.122  0.733  -3.501
C  0.313  -2.756  -2.204
H  1.073  6.279  -1.594
C  -1.904  0.746  -0.121
C  1.434  3.879  5.081
H  0.074  -1.953  3.763
C  2.371  -2.254  -1.393
H  -0.495  -1.261  1.056
H  3.760  2.691  1.778
C  -3.694  -0.368  1.057
C  2.633  0.925  -3.676
H  1.098  -1.068  2.618
C  1.911  -1.058  -0.885
C  -2.330  -0.179  0.848
C  0.052  4.013  5.144
C  1.792  1.888  1.923
N  -0.510  -3.604  -2.868
H  -0.804  2.217  2.406
N  -0.351  3.469  -0.452
C  -0.760  3.432  4.177
C  2.657  -1.034  -5.643
Cl  -2.475  5.984  1.713
C  -4.642  0.344  0.337
C  0.411  5.658  -1.008
H  -1.405  0.498  4.682
N  -0.821  -0.257  2.824
H  -1.219  -1.261  -1.783
H  1.123  3.809  -1.851
C  -0.183  -1.551  -1.665
H  2.617  1.694  -2.915
O  1.075  1.458  1.007
C  1.453  -0.615  -5.100
H  0.512  -1.036  -5.430

=====

Molecular formula: C33H35BO4S
Method: DFT, the ωB97M-V functional and the def2-TZVPD basis

Properties
DFT total energy in eV: -54486.608
HOMO in eV: -6.0
LUMO in eV: 0.279
Energy relative to the best compared isomer or geometry (same formula, charge and spin) in eV: 3.272

Element x y z (Å)
C  -1.248  -1.952  -4.669
H  -2.240  -4.415  -3.417
S  2.012  0.772  -0.619
H  -0.653  -1.083  -5.070
C  -1.754  1.782  -0.840
C  -3.093  1.412  -1.101
C  3.085  -1.476  -1.188
H  -2.624  0.359  -4.724
H  -0.545  -2.711  -4.263
H  -0.148  1.633  5.476
C  0.712  0.001  2.036
H  3.991  -2.056  0.702
H  -3.426  0.467  -0.655
C  -0.801  -0.376  -0.263
H  4.642  -0.288  5.036
H  1.237  -1.565  0.515
O  3.611  2.151  5.712
C  1.354  -0.454  0.740
H  3.274  3.499  3.539
C  0.427  -0.182  4.470
C  -2.216  3.926  -1.934
C  -3.167  -0.480  -4.231
C  -3.963  2.253  -1.763
H  -4.955  -1.904  -2.745
C  4.210  0.289  4.216
C  3.766  1.602  4.465
C  -4.292  -2.772  -2.831
C  0.078  1.242  2.122
C  3.602  1.227  6.826
H  3.289  -2.362  -1.816
C  -2.161  -1.445  -3.551
H  -0.350  3.461  -0.981
H  -0.970  -3.626  -2.382
H  0.565  -0.775  5.413
H  1.053  -1.851  3.171
H  3.304  1.819  7.683
C  -0.003  1.202  4.477
C  -0.936  0.975  -0.004
C  -2.822  -2.490  -2.571
H  2.549  -1.046  -3.767
H  -0.695  2.924  3.338
C  3.318  0.470  1.980
H  2.223  0.755  -3.577
C  3.149  1.841  2.154
C  2.404  -0.436  -1.809
H  4.600  0.776  7.025
C  3.937  -0.278  2.974
O  -1.309  -0.676  -2.719
C  3.433  2.423  3.374
H  -5.013  1.918  -1.919
H  2.860  0.419  6.669
H  4.097  -1.364  2.874
C  -3.526  3.490  -2.229
H  -4.230  4.147  -2.776
C  1.977  -0.266  -3.216
H  -1.861  -2.397  -5.486
O  -0.345  1.776  0.933
H  2.714  2.452  1.362
B  -1.690  -0.934  -1.415
O  -2.657  -1.908  -1.287
H  -3.720  -1.037  -5.018
C  -1.351  3.086  -1.215
H  -1.897  4.937  -2.262
C  -2.047  -3.808  -2.511
H  -4.679  -3.579  -2.162
C  2.757  -0.243  0.765
H  -0.977  -1.007  0.645
H  0.880  -0.446  -3.366
C  3.419  -1.325  0.118
H  -4.363  -3.174  -3.887
C  -0.272  1.878  3.322
H  -2.394  -4.367  -1.626
H  -3.896  -0.054  -3.504
C  0.758  -0.751  3.235

=====

Molecular formula: C33H35N8O4Rh
Method: DFT, the ωB97M-V functional and the def2-TZVPD basis

Properties
DFT total energy in eV: -57889.894
HOMO (spin up / spin down) in eV: -13.0 / -13.8
Charge: +2
Multiplicity: 5
Expectation value of S²: 6.04
LUMO (spin up / spin down) in eV: -4.828 / -7.379
Energy relative to the best compared isomer or geometry (same formula, charge and spin) in eV: 0.888

Element x y z (Å)
C  -3.200  -1.158  2.167
H  2.251  -5.582  -4.237
C  -1.984  -1.105  1.508
N  -2.586  3.707  -1.857
C  0.921  -1.108  -3.969
H  2.534  -0.731  5.040
C  3.343  2.607  -1.494
N  -1.755  -2.097  0.504
C  1.489  -2.379  -3.419
H  -5.206  -1.392  3.981
H  0.589  -1.041  3.593
C  -1.481  -2.926  -1.455
C  1.703  -3.508  -4.207
H  -3.179  4.505  -2.078
C  2.481  0.842  1.499
H  -4.157  2.727  -0.871
H  4.535  0.786  5.535
C  -4.854  -0.364  3.894
N  0.214  -0.040  1.205
C  -1.829  3.992  -0.587
N  -1.106  1.735  -1.313
C  3.289  2.540  -0.128
C  2.507  -0.258  4.066
H  -0.584  1.418  3.249
C  -0.876  2.800  -0.330
H  3.851  3.344  -2.093
C  1.733  -2.478  -2.066
H  -5.600  0.186  3.317
H  -4.002  2.332  -2.589
C  2.095  -4.706  -3.622
N  2.155  0.788  -0.908
O  1.698  -2.785  0.604
C  3.607  0.481  3.623
N  -1.473  -1.766  -0.793
C  -3.511  -0.300  3.220
Rh  0.209  -0.341  -1.014
C  -1.322  0.684  2.947
H  -1.040  4.398  -3.095
H  -2.761  0.927  -0.310
N  2.566  1.443  0.207
H  -2.743  1.308  4.414
H  -3.921  -1.905  1.852
C  -2.543  0.627  3.595
H  -1.306  4.936  -0.722
H  0.165  3.112  -0.413
H  1.694  -1.555  -1.507
C  -1.782  -3.993  -0.612
O  2.714  -4.683  0.486
H  -2.571  4.111  0.199
H  2.534  -5.740  -1.768
C  -3.451  2.490  -1.665
C  -1.629  3.488  -3.000
H  5.459  -0.219  4.429
H  2.420  1.149  -2.941
H  -2.635  0.498  -2.012
H  -1.035  2.403  0.672
H  -1.274  -2.925  -2.514
C  2.626  1.484  -1.935
C  1.331  0.147  1.963
O  1.044  -0.820  -5.134
H  -2.225  3.364  -3.902
H  4.444  1.519  1.951
C  4.818  0.664  4.490
H  3.709  3.184  0.627
C  -0.776  2.245  -2.668
C  -1.949  -3.422  0.628
H  -1.858  -5.036  -0.868
C  1.409  -0.418  3.264
O  0.226  -0.367  -3.112
C  -2.520  1.312  -1.300
N  2.162  -3.737  -0.015
H  -0.923  1.445  -3.385
H  5.407  1.526  4.182
H  -2.183  -3.858  1.586
C  2.071  -3.672  -1.484
C  -1.005  -0.174  1.887
C  2.265  -4.807  -2.242
H  0.279  2.505  -2.690
C  3.571  1.001  2.328
H  -4.820  0.073  4.890
H  1.539  -3.435  -5.276

=====

Molecular formula: C33H36IrN2P2S2
Method: DFT, the ωB97M-V functional and the def2-TZVPD basis

Properties
DFT total energy in eV: -80833.894
HOMO (spin up / spin down) in eV: -16.7 / -19.2
Charge: +4
Multiplicity: 6
Expectation value of S²: 8.81
LUMO (spin up / spin down) in eV: -11.547 / -13.807
Energy relative to the best compared isomer or geometry (same formula, charge and spin) in eV: 0.000

Element x y z (Å)
H  -0.597  4.474  -0.423
C  -3.593  -6.077  -2.497
H  -1.179  -2.514  -1.690
H  -3.217  0.276  -3.646
C  3.254  -1.363  1.445
H  -0.050  3.468  0.916
H  0.566  0.467  -4.828
H  4.367  4.454  4.721
P  -0.920  0.435  -2.916
H  -3.091  -0.002  -1.903
C  -3.046  -2.860  1.124
P  0.696  2.587  -1.216
C  -3.123  -4.296  -0.879
H  -2.461  -0.375  4.938
C  0.091  3.004  -2.878
H  1.331  -2.324  -2.709
C  2.868  3.129  3.837
H  -0.066  4.081  -2.964
H  -1.563  2.405  -4.164
C  -4.182  -5.157  -0.466
N  0.323  0.549  1.400
C  -2.454  -1.811  1.850
H  4.109  -2.037  1.532
C  -1.192  2.225  -3.152
C  -1.559  -2.342  -0.689
C  -2.624  -0.206  -2.866
H  1.658  -2.725  -0.276
H  -1.416  2.939  -0.070
H  2.067  4.577  -1.203
H  2.707  3.361  -0.084
H  2.463  -0.396  -3.804
C  -2.850  -1.517  3.198
H  -1.078  0.050  -5.301
H  2.398  -1.853  1.911
H  -2.645  -1.278  -3.063
C  -2.185  -0.587  3.914
C  3.480  0.220  -2.009
C  -1.079  0.116  3.329
H  2.955  4.357  6.949
C  2.991  -1.055  0.002
C  -0.295  1.010  4.079
H  -5.205  -6.913  -1.268
H  3.273  3.026  2.842
C  1.671  2.497  4.268
H  4.402  0.569  -0.105
C  -2.585  -3.168  -0.146
H  -0.562  1.176  5.117
H  0.877  2.739  -3.591
H  1.880  1.834  1.608
S  -2.495  -4.790  -2.412
C  3.683  -0.026  -0.655
H  2.961  3.182  -1.822
H  -3.834  -3.434  1.593
H  4.037  1.003  -2.507
C  2.252  3.510  -1.063
C  -1.422  -1.094  1.231
Ir  0.679  0.165  -1.028
C  -0.450  3.443  -0.096
H  -3.672  -2.068  3.636
C  2.704  3.850  6.026
C  3.454  3.884  4.818
H  -1.989  2.535  -2.470
C  0.805  1.623  3.504
C  2.118  -1.865  -0.749
S  1.351  2.861  5.937
C  1.917  -1.631  -2.121
C  2.582  -0.558  -2.743
H  -0.044  -1.166  -4.532
C  1.057  1.355  2.125
H  3.499  -0.462  2.006
C  -0.713  -0.100  1.994
C  -4.447  -6.149  -1.373
H  -4.720  -5.037  0.462
H  -3.590  -6.747  -3.348
N  -1.018  -1.338  -0.045
C  -0.313  -0.110  -4.539

=====

- Number 6 is which compound?
  C33H36IrN2P2S2